# 1
This record from the Open Molecules 2025 dataset describes a molecular structure, C53H142BrFeN11O15 in a non-equilibrium geometry. The level of theory is ωB97M-V/def2-TZVPD.

```
223
Properties=species:S:1:pos:R:3:forces:R:3
H -2.470 -3.077 -6.158 0.3 0.3 0.4
C 0.459 -3.933 -3.520 0.0 -0.3 0.2
H -1.623 0.608 4.210 0.3 -0.6 0.2
H -5.358 -3.943 5.526 -0.3 0.0 0.3
O -1.668 7.387 -0.863 0.7 0.2 1.4
H -2.292 -1.271 6.265 -0.1 0.0 0.1
O 5.606 3.077 2.418 0.5 -1.2 -1.5
H 2.156 4.667 4.746 -0.1 -0.1 0.0
C -4.839 -1.321 -0.366 -1.6 2.2 -1.0
H -1.898 1.575 -8.062 0.0 0.5 -0.7
C 4.906 2.639 -3.579 1.2 -0.2 0.8
H 1.138 -3.498 0.916 0.3 0.0 -0.7
H 3.942 4.173 1.781 0.0 -0.6 -0.8
H -3.488 -4.147 3.207 -0.6 0.0 -0.2
H 2.029 0.643 6.058 -0.8 0.9 0.3
H 4.850 0.960 2.577 0.5 0.5 0.4
H 5.781 -2.634 -5.564 -0.3 0.3 -0.9
H 1.012 3.721 0.985 0.2 0.0 0.7
N 4.827 4.567 4.956 0.5 -0.5 -0.3
C -4.636 2.100 -3.287 0.5 0.5 -0.5
C -3.332 -3.244 3.797 -0.1 1.3 0.6
H 3.976 -0.146 1.956 -0.1 -0.5 -0.3
N 3.449 -3.760 -6.465 -0.4 -0.5 0.8
H -3.428 -1.803 -1.951 -0.1 0.2 -0.4
N 3.065 1.167 -3.510 -1.5 -0.1 0.1
C -1.718 7.163 0.575 -1.3 -1.4 -0.3
H -3.541 -5.923 0.589 0.5 -0.3 -0.5
H -5.131 2.162 -1.443 -0.1 0.1 0.3
C -2.880 -5.780 -2.062 0.2 0.9 1.1
Br -4.815 1.621 1.942 0.3 -0.3 -0.1
H 2.810 1.844 -2.805 -0.7 0.5 0.0
H -6.666 -1.171 0.935 0.1 -0.3 0.5
H -5.884 -4.192 3.906 0.5 0.2 -0.5
H -1.133 6.328 0.961 1.1 0.0 -0.6
H 3.720 -2.245 -0.861 0.4 -0.4 -0.1
H -2.402 6.910 -1.258 0.0 0.0 0.2
H 1.055 -7.187 -2.021 0.0 0.5 -0.3
H 4.372 -4.208 -4.559 0.2 -0.8 -0.8
H 2.756 0.303 -3.087 -0.4 -0.5 -0.3
H -0.454 -0.880 -2.237 0.1 0.1 0.0
H -2.936 -1.834 0.047 0.4 0.1 0.0
O 3.051 6.917 -2.771 -1.4 -0.7 -0.7
Fe -3.429 -0.465 2.352 -0.5 -0.2 0.0
C -5.690 -3.407 4.637 0.8 -0.5 1.4
C 2.014 -7.361 -0.184 0.8 2.9 2.0
H 5.901 2.817 -3.988 0.1 -0.6 -0.3
N 4.633 -0.017 2.712 0.0 0.0 0.3
H 3.240 -2.967 -7.055 0.6 0.7 0.1
C 2.072 -7.061 -1.648 0.3 -1.0 -0.3
H -2.547 1.798 -6.676 -0.4 0.3 0.4
C 4.769 4.147 2.491 -2.4 0.5 1.1
H 5.555 -0.321 5.259 -0.3 -0.6 0.5
H 2.785 -1.827 4.918 0.2 0.0 0.2
H 3.898 -2.425 3.676 0.4 0.4 0.1
C 4.476 1.173 -3.399 1.1 0.1 -0.5
C 2.700 4.876 3.824 0.1 -0.2 0.5
O -3.330 -5.044 0.268 -0.7 2.1 -0.5
C -6.315 -1.828 0.139 1.7 0.4 -1.6
H -2.882 2.503 8.677 0.2 0.9 -0.3
H 0.914 2.552 3.440 -0.4 0.1 -0.1
H -4.208 -2.654 0.545 1.2 -1.6 1.6
C 2.609 -3.194 -4.203 -0.6 1.3 -0.3
H -4.093 -2.347 -5.849 0.4 0.1 0.8
C 1.895 -3.933 1.569 0.0 -1.2 0.9
C -3.129 2.181 5.950 -0.5 0.4 1.5
C -7.359 -3.827 0.790 -1.8 -2.3 0.9
C 4.013 4.070 3.865 -0.5 1.6 -0.9
H 0.769 -5.579 -0.038 -0.2 0.2 0.0
H -0.189 4.753 -4.550 0.3 0.2 0.0
H 3.781 3.041 4.140 0.0 -0.3 -0.7
H 7.038 2.317 1.372 0.1 -0.2 -0.9
H 5.039 3.034 -2.571 -0.6 0.7 0.1
H 1.307 -8.760 1.059 0.1 -0.4 0.0
H -4.245 -1.674 4.955 -0.5 -0.1 0.1
H -4.164 0.427 5.641 0.0 -0.6 0.1
H 0.137 3.305 -1.110 0.2 0.4 0.2
C 3.246 -1.597 3.957 -0.8 0.3 0.2
H 3.675 -0.851 0.038 0.1 1.1 -0.3
C -1.115 -3.028 3.182 0.7 1.4 -0.3
H -1.557 -5.552 -0.356 0.8 0.3 -0.7
N -2.628 0.510 4.231 0.0 0.3 -0.7
H -2.793 -3.539 4.697 -0.3 -0.2 0.3
H -1.166 0.091 6.367 0.2 0.0 -0.4
H 2.205 -2.237 -4.531 -0.8 0.2 -0.6
C -0.715 0.947 -5.082 0.2 -0.6 -1.2
H -1.964 1.097 -2.205 1.1 -0.2 -0.5
C -3.101 0.666 5.612 -0.3 0.6 0.1
H 1.377 -4.075 2.518 0.0 0.8 0.6
H -0.917 3.843 2.269 0.2 -0.1 -0.1
H 4.424 -1.356 -5.452 0.2 -0.1 -0.9
O -5.595 2.113 -2.283 -0.9 -0.2 0.6
C -0.462 0.591 -0.628 0.0 -1.8 -1.2
H 4.238 3.217 -4.217 -0.3 -0.2 0.4
C 4.303 6.878 -3.371 0.6 2.3 0.3
C -3.902 2.341 8.328 1.0 -1.6 -1.0
H 0.873 8.142 -3.778 0.3 0.1 0.1
H 2.527 5.583 -4.286 -0.4 0.6 -0.6
O 2.350 -5.229 1.276 1.0 -0.8 -2.3
O -6.203 -3.217 0.435 2.0 1.4 0.2
N -1.645 1.860 -7.127 -0.4 -1.2 -0.4
C 4.595 0.194 5.213 0.7 1.1 -0.7
H 0.681 -3.448 -2.569 0.3 1.0 -0.1
O 3.886 0.148 6.423 -0.4 0.7 0.8
H -3.035 -6.807 -1.730 0.0 -0.3 -0.1
C -1.398 -0.716 -6.838 -0.6 0.1 -2.2
H -5.401 -2.416 2.350 0.5 -0.6 -0.3
H 4.533 1.148 -1.232 -0.4 -0.1 0.3
H 5.584 3.902 4.883 0.7 -0.1 0.9
C -2.208 -0.206 6.482 -0.1 0.7 0.6
H -1.712 2.309 -1.045 -0.7 -0.1 0.6
H -2.381 0.008 7.537 -0.3 -0.4 0.0
H -4.601 2.754 9.055 -0.2 0.6 -0.9
C -4.506 -1.753 -1.798 -1.2 -1.4 0.7
O 1.589 -4.241 -4.269 2.5 0.3 -0.1
C -1.272 2.929 1.791 -1.2 -0.1 -0.5
H 2.049 4.642 2.982 0.1 -0.1 -0.1
H -0.451 4.359 -2.840 0.3 -0.3 0.0
H 5.960 0.552 -2.061 0.5 0.0 0.5
H 0.104 0.745 -7.105 0.1 0.0 0.0
C 4.315 -1.347 -0.692 -0.4 -1.1 -1.0
N 0.338 7.302 -3.947 -0.3 2.3 -2.1
H 4.916 1.224 5.055 0.1 0.5 -0.1
H -3.941 1.261 8.471 -0.6 -0.3 -0.1
H -7.165 -4.807 1.225 0.7 0.0 0.3
N -0.358 0.699 0.869 -5.1 -2.8 1.5
O -2.675 -0.955 -6.319 -0.4 0.1 1.7
H -1.535 7.994 1.257 0.0 0.5 -0.8
H -4.944 -2.750 -1.859 0.5 -0.4 -0.5
H 4.704 7.843 -3.060 0.8 -0.2 0.5
C -1.772 1.225 -1.140 0.1 -0.2 -0.6
H 5.283 -1.936 -4.164 -0.6 -0.6 0.8
H -2.156 2.526 6.299 0.4 0.1 -0.2
O -2.408 -2.400 3.081 0.3 -1.0 0.7
H -2.030 -3.990 -1.110 -0.6 0.3 0.6
H -6.688 -3.006 4.817 0.2 0.6 0.3
H -1.579 -0.896 -7.898 0.6 0.3 -0.8
H -4.415 -4.776 -1.675 -0.6 0.0 0.1
H 1.330 0.968 2.875 0.3 0.1 -0.6
O -4.086 -5.195 -2.473 -0.3 0.2 -0.2
H 3.028 0.545 3.867 -0.5 -0.1 0.4
H -4.056 1.178 -3.252 0.2 -0.1 -0.3
C -0.357 5.173 -3.559 0.7 -0.5 1.5
H 1.707 -9.158 -0.516 -0.5 -1.2 0.4
H 5.541 2.466 0.346 -0.4 -0.3 0.4
H -0.988 -3.893 2.530 -0.3 0.0 -0.1
H 1.906 3.061 -1.109 -0.2 0.3 -0.3
H 2.508 -4.084 -6.292 -0.3 -0.9 -0.5
N -3.782 -1.740 0.590 -1.3 -0.1 -1.0
H 1.718 0.810 -1.203 -0.3 -0.8 0.2
N 1.206 -8.517 0.084 -0.4 0.2 -0.8
H -5.105 2.221 -4.263 -0.2 -0.3 0.1
H 2.655 -7.862 -2.102 0.1 0.0 -0.4
N -5.155 -1.741 3.059 -0.1 1.0 0.1
H 2.611 4.979 -2.740 -0.9 -0.6 0.6
H -3.450 2.721 5.059 0.2 0.0 -0.1
H -1.681 0.715 -4.634 -0.3 0.7 0.1
H 4.915 0.617 -4.227 0.0 -0.4 0.1
H -3.993 2.975 -3.181 0.5 0.0 -0.1
C 3.833 -0.186 3.949 -0.1 -0.4 -0.3
H -0.677 -1.493 -6.583 0.3 0.1 0.7
H -7.986 -4.178 -0.030 -0.3 0.9 -0.5
H -5.059 -1.212 -2.566 0.4 0.5 0.1
C 0.504 1.676 2.937 0.3 -1.2 -0.2
H -0.059 0.215 -4.611 0.5 0.0 -0.2
H -2.691 6.724 0.792 -0.5 0.6 0.2
C -0.348 -0.922 -1.153 0.6 1.1 0.7
H 0.601 6.696 -2.137 0.0 -1.4 1.0
H 5.268 -1.603 -0.229 0.1 0.1 -0.1
H -2.211 -5.756 -2.922 0.3 0.0 0.3
H 6.528 3.848 0.653 0.0 0.4 0.4
H -1.361 5.597 -3.555 0.1 0.4 -0.1
C 2.836 1.190 6.545 1.3 -1.5 -1.2
H 0.676 -1.208 -0.915 0.1 -0.3 -0.2
H -1.908 3.197 0.947 0.5 0.1 -0.4
H -3.574 -2.548 -7.376 0.6 0.4 -0.8
C -0.107 1.974 1.528 2.1 0.5 1.6
H 2.802 -2.906 -3.169 0.6 -0.8 0.5
H 3.002 -7.541 0.240 0.5 0.3 -0.2
C -3.160 -2.271 -6.407 -1.0 -0.3 -0.5
H -2.050 2.518 2.433 0.4 -0.3 0.2
H -2.672 0.692 -0.831 0.0 0.6 1.2
H -0.832 -3.282 4.204 -0.6 -0.3 0.2
H 2.819 -3.366 1.678 -0.5 0.5 0.0
H -2.869 1.357 3.736 -0.6 0.4 -0.2
H 3.134 2.087 6.002 0.0 0.0 -0.4
H -0.142 1.079 3.581 -0.3 0.7 0.0
C 0.745 1.291 -1.306 -0.3 0.5 0.3
H 0.523 1.386 -2.369 0.0 -0.3 -0.1
H 4.281 7.076 -4.443 -0.2 -1.0 -0.4
H 5.260 5.394 4.571 0.1 0.7 0.4
H 4.946 6.063 -3.038 0.0 -0.2 -0.2
H -0.368 -2.269 2.950 -0.1 0.0 -0.6
C -2.367 -4.982 -0.811 0.5 -3.1 0.0
H 2.866 5.953 3.851 0.2 0.0 -0.2
H -0.968 -1.748 -0.805 -0.5 0.5 0.5
H 0.929 -6.518 1.495 -0.9 -0.5 -0.3
H -7.053 -1.768 -0.661 0.2 0.5 -0.3
C 0.951 2.674 -0.754 -0.2 -0.2 0.2
O 4.458 -0.789 -2.015 -1.4 -1.1 1.5
H -0.185 -3.390 -4.211 -0.7 0.2 0.7
H -0.319 1.957 -4.967 -0.3 0.0 0.5
C 0.715 6.245 -3.122 0.8 -2.0 0.5
H 0.039 -4.842 -3.087 -0.4 -0.4 -0.9
O -1.393 -0.081 1.549 4.0 2.8 -2.7
C 4.871 0.510 -2.049 2.1 2.1 -1.6
C -4.590 -2.399 4.218 0.2 -3.3 -1.2
H 2.661 1.550 7.559 0.1 -0.9 0.1
C 1.057 2.654 0.771 -0.6 1.3 -1.1
C 1.444 -6.133 0.615 -0.2 -0.1 1.2
H 2.566 -6.126 -1.914 -0.3 0.1 0.1
C 6.172 2.924 1.108 1.1 -0.4 1.0
H 2.058 2.307 1.027 -0.2 -0.4 0.4
C -0.877 0.727 -6.631 0.5 -0.9 2.3
C 3.867 -3.406 -5.097 -1.0 -0.8 1.3
C 2.229 5.850 -3.272 -0.3 0.1 0.3
H 5.336 5.047 2.253 0.0 0.6 0.7
H -6.084 -1.581 3.421 -0.4 1.4 -0.3
C 4.856 -2.293 -5.100 0.7 1.3 0.7
H 2.410 -1.617 3.257 -0.1 -0.1 -0.3
O -4.112 2.643 6.912 0.1 -0.4 1.0
H -7.940 -3.327 1.565 -0.2 0.5 -0.2
H -0.585 7.494 -3.585 -0.3 0.7 -0.5
H -4.856 -0.234 -0.453 -0.4 0.2 0.7
```
Forces are in eV/Å.

- Total charge: +1
- Highest occupied orbital energy (spin up / spin down): -0.3807 / -0.3807 Eh
- Total energy: -7672.48961 Eh
- Gap between HOMO and LUMO (spin up / spin down): 8.57 / 6.06 eV
- 2S+1: 6

=====

# 2
This record from the Open Molecules 2025 dataset describes a single C2H3N2O2P molecule in a non-equilibrium geometry. The level of theory is ωB97M-V/def2-TZVPD.

```
10
Properties=species:S:1:pos:R:3:forces:R:3
O -1.970 -1.991 2.736 0.1 0.4 0.1
C 0.160 -0.114 -0.100 -3.3 0.4 -0.6
H 1.136 0.150 0.006 2.9 1.0 1.4
P -0.204 -1.738 0.689 -1.4 2.0 1.1
H 0.145 -0.049 -1.184 -1.0 -0.6 -0.3
H -0.585 0.647 0.333 1.3 -0.9 -0.6
N 1.645 -1.212 2.895 -0.7 0.0 -0.6
O -2.522 -0.038 1.983 1.8 -1.2 -0.5
N -1.806 -1.035 2.011 -0.7 -0.6 -0.9
C 0.843 -1.343 2.070 1.1 -0.6 0.8
```
Forces are in eV/Å.

- Energy above the lowest of the compared OMol25 structures with the same formula, charge and spin: 113.26 kcal/mol
- Highest occupied orbital energy (spin up / spin down): -0.3846 / -0.3847 Eh
- Total energy: -679.20376 Eh
- Gap between HOMO and LUMO (spin up / spin down): 8.82 / 8.82 eV